Record 1
This record from OMol25 describes a cluster of 2 separate species, C2H8S3 in total. The level of theory is wB97M-V/def2-TZVPD.

Cartesian coordinates (Å):
C (-1.51800, 0.13620, 0.50545)
C (-0.41078, 1.16251, 0.77738)
S (1.01991, 0.31967, 1.50576)
H (-2.21642, 0.51462, -0.23592)
H (-1.11540, -0.80360, 0.15552)
H (-2.09752, 0.04027, 1.41871)
H (-0.78137, 1.92699, 1.44148)
H (-0.06545, 1.60269, -0.13888)
H (1.38372, 1.09048, 2.53881)
S (1.74664, -2.48095, -2.33926)
S (1.60409, -0.43183, -2.15617)
H (0.45775, -2.75049, -2.59916)
H (1.99283, -0.32655, -0.87371)

Properties
Net charge: 0
2S+1: 1
Energy above the lowest of the compared OMol25 structures with the same formula, charge and spin in kcal per mole: 6.39

Results of the natural (NBO) charge analysis, in e, for atoms 1 through 2: number 1, C, carries -0.612; number 2, C, carries -0.509


Record 2
This record from OMol25 describes a cluster of 3 separate species, C19H40B2IN2O7 in total. The level of theory is wB97M-V/def2-TZVPD.

Cartesian coordinates (Å):
C (-1.09462, 1.92393, -0.24009)
N (-0.54409, 0.64096, -0.84256)
C (-1.24168, -0.47253, -0.04831)
B (0.96962, 0.54806, -0.71878)
O (1.54477, -0.32317, 0.36153)
B (2.04806, 1.36229, -1.71623)
I (0.86948, 2.24480, -3.39920)
C (2.65358, 2.69924, -0.89670)
C (3.64027, 3.63096, -1.79181)
C (4.22177, 5.00032, -1.02527)
C (3.63587, 5.10005, 0.52682)
C (2.66954, 4.01481, 1.25962)
N (2.19119, 2.81436, 0.51348)
H (-0.39883, 2.31477, 0.64031)
H (-2.16491, 1.77590, 0.25923)
H (-1.22048, 2.79146, -1.03410)
H (-0.99348, -1.53133, -0.51211)
H (-2.41682, -0.35852, -0.10988)
H (-0.97971, -0.42046, 1.10966)
H (1.34109, 0.16538, 1.22452)
H (2.91004, 0.66786, -2.12409)
H (3.92640, 3.40195, -2.92430)
H (4.94137, 5.77570, -1.52365)
H (3.96270, 6.04567, 1.16969)
H (2.30106, 4.17365, 2.37636)
C (1.31550, -2.55558, -2.60922)
O (2.62195, -2.73331, -3.12933)
C (3.64163, -2.31186, -2.22138)
C (4.88275, -3.20188, -2.34880)
O (4.72513, -4.50833, -1.77899)
C (3.84341, -5.40229, -2.47244)
C (4.37556, -5.87817, -3.82758)
O (4.27479, -4.83850, -4.80107)
C (5.32944, -4.86487, -5.74924)
H (1.06532, -1.49145, -2.57273)
H (0.61271, -3.06503, -3.27374)
H (1.22456, -3.00395, -1.61388)
H (3.28467, -2.33973, -1.18695)
H (3.90169, -1.28125, -2.48021)
H (5.68996, -2.73057, -1.77615)
H (5.23750, -3.26453, -3.37826)
H (2.84228, -4.97878, -2.55363)
H (3.75106, -6.28061, -1.82315)
H (3.77315, -6.71751, -4.18444)
H (5.41739, -6.21097, -3.71148)
H (6.30333, -4.89082, -5.24913)
H (5.27850, -3.94603, -6.33941)
H (5.21908, -5.72423, -6.41372)
C (-7.08519, 3.92555, 4.47807)
O (-6.73002, 2.65668, 3.95583)
C (-6.58322, 2.66407, 2.53452)
C (-5.47555, 1.69868, 2.09879)
O (-4.14935, 2.16921, 2.37470)
C (-3.76270, 2.20751, 3.75545)
C (-3.58171, 0.82616, 4.39197)
O (-4.84887, 0.21816, 4.64381)
C (-4.82441, -1.19234, 4.49589)
H (-8.11859, 4.16689, 4.21323)
H (-6.99641, 3.88217, 5.56678)
H (-6.40568, 4.70414, 4.11467)
H (-6.34886, 3.66837, 2.16749)
H (-7.53788, 2.34313, 2.10741)
H (-5.52866, 1.60233, 1.00814)
H (-5.62583, 0.69558, 2.49976)
H (-4.43938, 2.83707, 4.33336)
H (-2.78959, 2.71191, 3.77051)
H (-3.07321, 0.92893, 5.35405)
H (-2.96748, 0.19915, 3.72923)
H (-4.39775, -1.47594, 3.52801)
H (-5.85518, -1.55511, 4.52864)
H (-4.25797, -1.64817, 5.31049)

Properties
Net charge: -1
2S+1: 1

Results of the Löwdin charge analysis, in e, for atoms 1 through 2: number 1, C, carries -0.143; number 2, N, carries -0.165


Record 3
This record from OMol25 describes a structure of composition C35H63N14OPS2Sc. The level of theory is wB97M-V/def2-TZVPD.

Cartesian coordinates (Å):
Sc (-0.27961, -0.36231, -0.09415)
N (-1.49611, -1.58428, 3.20524)
C (-0.77501, -2.45483, 2.48541)
N (-0.40008, -2.27980, 1.22056)
C (0.30589, -3.40698, 0.78549)
C (0.52918, -4.35551, 1.71383)
S (-0.21698, -3.92171, 3.20214)
C (0.60871, -3.49099, -0.63850)
C (1.19478, -4.51541, -1.29879)
S (1.18932, -4.20331, -2.98703)
C (0.39711, -2.70598, -2.69012)
N (0.16333, -2.44440, -1.43026)
N (-0.00103, -1.88028, -3.72350)
H (-2.03027, -0.88388, 2.71153)
H (-1.79178, -1.84160, 4.13190)
H (1.02866, -5.30375, 1.59998)
H (1.57702, -5.44408, -0.90693)
H (0.40388, -2.08408, -4.62649)
H (0.04417, -0.90106, -3.46415)
C (4.95383, -0.48923, -2.46304)
N (4.06108, -0.77527, -1.33510)
C (4.50779, -1.72969, -0.32293)
C (2.81786, -0.27715, -1.25475)
N (1.92895, -0.60602, -0.36775)
N (2.51897, 0.69365, -2.21130)
C (1.27873, 1.15620, -2.56123)
N (1.28927, 2.16681, -3.44903)
N (0.19133, 0.62043, -2.08429)
H (5.42808, 0.49125, -2.37067)
H (4.42726, -0.56464, -3.41447)
H (5.74139, -1.23539, -2.47610)
H (5.57560, -1.88605, -0.43617)
H (3.99878, -2.69205, -0.42966)
H (4.33949, -1.33858, 0.67961)
H (2.28163, -1.33110, 0.25099)
H (3.30582, 1.11219, -2.67859)
H (2.13988, 2.58442, -3.78756)
H (0.42632, 2.54286, -3.80141)
H (-0.63330, 1.11399, -2.41088)
C (-3.48168, 4.09201, 0.93485)
N (-2.35102, 3.86387, 0.02203)
C (-1.77698, 5.02340, -0.67252)
C (-1.76246, 2.70899, -0.01352)
N (-1.23527, 1.67627, -0.04550)
H (-4.32565, 4.48869, 0.37297)
H (-3.19154, 4.80497, 1.70653)
H (-3.76423, 3.15276, 1.40361)
H (-2.52707, 5.46295, -1.32807)
H (-0.91700, 4.70898, -1.25930)
H (-1.45583, 5.76717, 0.05710)
C (-5.67880, -2.35649, -2.14974)
N (-4.50568, -1.77972, -1.50542)
C (-4.48062, -1.26381, -0.14915)
C (-3.04132, -0.82434, -0.06258)
O (-2.44585, -0.36792, 0.92597)
N (-2.40596, -1.00546, -1.22542)
C (-3.30602, -1.60561, -2.05707)
N (-3.00570, -1.96953, -3.29027)
H (-6.38676, -2.65375, -1.38091)
H (-5.40427, -3.25369, -2.70441)
H (-6.16121, -1.64013, -2.81507)
H (-4.70910, -2.03559, 0.58849)
H (-5.16626, -0.42555, -0.00567)
H (-2.03910, -1.92282, -3.60051)
H (-3.68850, -2.41033, -3.88372)
C (-1.05015, 2.97614, 5.64521)
C (-1.04548, 1.45492, 5.55594)
C (0.13760, 0.97141, 4.70326)
C (0.45645, 1.94856, 3.55176)
C (-0.81697, 2.68787, 3.12374)
C (-1.33197, 3.58398, 4.26258)
P (1.27408, 1.11168, 2.11900)
C (2.67474, 0.10139, 2.82442)
C (2.26796, -1.33113, 3.19178)
C (3.49512, -2.23792, 3.38991)
C (4.68785, -1.46948, 3.97862)
C (4.18220, -0.32290, 4.84428)
C (3.49722, 0.73844, 3.97289)
C (2.26307, 2.46713, 1.28276)
C (2.99963, 3.47349, 2.21324)
C (2.37011, 4.86350, 2.17079)
C (2.48262, 5.47536, 0.76797)
C (2.34480, 4.39363, -0.31867)
C (1.49223, 3.24182, 0.20495)
H (-0.07752, 3.31196, 6.01552)
H (-1.78686, 3.32547, 6.36734)
H (-1.99286, 1.11942, 5.11797)
H (-0.98948, 1.00565, 6.54772)
H (-0.08356, -0.01695, 4.30259)
H (1.01983, 0.86166, 5.33725)
H (1.15889, 2.69978, 3.92119)
H (-1.57342, 1.94735, 2.83772)
H (-0.63101, 3.29820, 2.23619)
H (-2.40738, 3.73552, 4.13847)
H (-0.86941, 4.57101, 4.19202)
H (3.33892, 0.02894, 1.95462)
H (1.62491, -1.75232, 2.41832)
H (1.67616, -1.31124, 4.10814)
H (3.77487, -2.70650, 2.44104)
H (3.21916, -3.05907, 4.05475)
H (5.31456, -1.05733, 3.17877)
H (5.32770, -2.14294, 4.54755)
H (4.99564, 0.14145, 5.40142)
H (3.48414, -0.71376, 5.59063)
H (4.26407, 1.38426, 3.54162)
H (2.87382, 1.37378, 4.60377)
H (3.02880, 1.88549, 0.75297)
H (4.03961, 3.55267, 1.88453)
H (3.04441, 3.12169, 3.23885)
H (2.85417, 5.50953, 2.90296)
H (1.32047, 4.79785, 2.47711)
H (3.43956, 5.98675, 0.66016)
H (1.71219, 6.23777, 0.63558)
H (3.33223, 4.00718, -0.59500)
H (1.91500, 4.82047, -1.22841)
H (1.18383, 2.56674, -0.59270)
H (0.57090, 3.65618, 0.62106)

Properties
Net charge: +3
2S+1: 1
Energy above the lowest of the compared OMol25 structures with the same formula, charge and spin in kcal per mole: 0.00

Results of the Löwdin charge analysis, in e, for atoms 1 through 2: number 1, Sc, carries 0.976; number 2, N, carries 0.137


In the order shown, the computed calculated total energy values come out to -34709.120, -47110.110, -111873.021 eV.